# 1
Density functional theory data (ωB97M-V with the def2-TZVPD basis set) for an isolated molecule of Cl2H2NO2PS at a distorted geometry.

```
! wB97M-V def2-TZVPD RIJCOSX def2/J DEFGRID3
* xyz 0 1
N -1.4901 -0.3572 0.2311
P -0.3860 0.7341 -0.3603
O -0.8184 1.3636 -1.6139
Cl 0.1719 1.7753 1.1694
O 0.9515 -0.1356 -0.7529
S 2.6045 -1.0718 -0.6872
Cl 2.8419 -1.6809 1.1617
H -2.2514 -0.2631 -0.3460
H -1.6238 -0.3645 1.1982
*
```

Its LUMO energy is -1.3887 eV. The SMILES is N[P@@](=O)(Cl)OSCl. The calculation puts the relative energy (zero: lowest compared OMol25 entry of this formula, charge and spin) at 0.0 kcal per mole. Its max |F| is 4.2 eV Å⁻¹. Its HOMO-LUMO gap is 8.242 eV. The total energy comes out at -50787.215 eV. The calculation puts the molar mass at 182.0 g mol⁻¹. The HOMO energy is -9.630 eV.

What are the natural (NBO) partial charges on each atom? They are as follows, in elementary charge units: atom 1 (N): -1.160, atom 2 (P): 2.184, atom 3 (O): -1.039, atom 4 (Cl): -0.245, atom 5 (O): -1.044, atom 6 (S): 0.598, atom 7 (Cl): -0.101, atom 8 (H): 0.407, atom 9 (H): 0.402

# 2
Density functional theory data (ωB97M-V with the def2-TZVPD basis set) for a cluster of 2 separate species, C26H43F2OSi4 in total at a distorted geometry.

```
! wB97M-V def2-TZVPD RIJCOSX def2/J DEFGRID3
* xyz 1 1
C 3.0602 -2.9485 3.9734
Si 2.3401 -2.9451 2.2363
C 3.4133 -3.9950 1.1075
C 0.5947 -3.6380 2.2763
Si 2.2308 -0.7996 1.3036
Si 1.0168 0.5632 2.7650
C 1.7405 0.6180 4.4985
C 1.0254 2.2815 2.0090
C -0.7464 -0.0898 2.8357
Si 4.4206 0.0137 1.3273
C 5.1673 0.0463 3.0540
C 5.4858 -1.0759 0.2287
C 4.4072 1.7599 0.6355
O 1.4935 -0.7667 -0.3129
C 0.2032 -1.0677 -0.6062
C -0.2788 -0.8314 -1.8472
H 3.0373 -3.9945 4.3151
H 4.1011 -2.6071 4.0036
H 2.4735 -2.3485 4.6787
H 3.2814 -5.0449 1.4087
H 3.1039 -3.9001 0.0578
H 4.4775 -3.7413 1.1821
H 0.6711 -4.6906 2.5887
H -0.0558 -3.1090 2.9841
H 0.1268 -3.6097 1.2829
H 1.0767 1.2718 5.0853
H 1.7628 -0.3667 4.9809
H 2.7487 1.0476 4.5232
H 0.2415 2.8689 2.5098
H 1.9877 2.7885 2.1546
H 0.8045 2.2578 0.9330
H -1.3457 0.6326 3.4102
H -1.1995 -0.1785 1.8394
H -0.8116 -1.0668 3.3321
H 6.1853 0.4442 2.9290
H 4.6288 0.7054 3.7436
H 5.2462 -0.9478 3.5076
H 6.4516 -0.5623 0.1099
H 5.6667 -2.0694 0.6560
H 5.0390 -1.1961 -0.7674
H 5.4578 2.0525 0.4893
H 3.9034 1.7983 -0.3399
H 3.9305 2.4835 1.3075
H -0.4173 -1.4880 0.1993
H -1.3081 -1.1149 -2.0312
H 0.3641 -0.4670 -2.6442
C -2.9620 1.0725 -8.1333
C -2.7914 1.2023 -6.6673
C -3.8956 1.1299 -5.8196
F -5.1179 0.9143 -6.4059
C -3.8267 1.2790 -4.4498
C -2.5381 1.3666 -3.8349
C -2.2845 1.3486 -2.4425
C -3.2010 1.2557 -1.3636
C -4.5247 0.7292 -1.4523
C -5.3282 0.7663 -0.3330
F -6.6413 0.3824 -0.4443
C -4.8993 1.1909 0.9230
C -5.8250 1.1586 2.0799
C -3.5785 1.6554 1.0265
C -2.7536 1.6917 -0.0797
C -1.4105 1.5085 -4.7040
C -1.5403 1.4347 -6.0744
H -2.0018 1.2622 -8.6175
H -3.2903 0.0666 -8.4169
H -3.6956 1.7797 -8.5358
H -4.7376 1.3267 -3.8621
H -1.2457 1.5175 -2.1576
H -4.8876 0.2699 -2.3670
H -5.2728 1.4221 2.9852
H -6.6555 1.8683 1.9757
H -6.2616 0.1628 2.2168
H -3.2102 1.9957 1.9977
H -1.7299 2.0641 0.0058
H -0.4318 1.6606 -4.2448
H -0.6651 1.5447 -6.7183
*
```

Its LUMO energy is -5.6771 eV. The calculation puts the relative energy (zero: lowest compared OMol25 entry of this formula, charge and spin) at 0.9 kcal per mole. Its max |F| is 1.3 eV Å⁻¹. Its HOMO-LUMO gap is 4.556 eV. The total energy comes out at -66648.391 eV. The calculation puts the molar mass at 522.0 g mol⁻¹. The HOMO energy is -10.233 eV.

What are the Mulliken partial charges on each atom? They are as follows, in elementary charge units: atom 1 (C): -0.984, atom 2 (Si): 0.397, atom 3 (C): -1.129, atom 4 (C): -1.087, atom 5 (Si): 0.322, atom 6 (Si): 0.190, atom 7 (C): -1.004, atom 8 (C): -1.084, atom 9 (C): -0.795, atom 10 (Si): 0.342, atom 11 (C): -0.991, atom 12 (C): -1.101, atom 13 (C): -1.076, atom 14 (O): -0.614, atom 15 (C): 0.611, atom 16 (C): -1.437, atom 17 (H): 0.416, atom 18 (H): 0.257, atom 19 (H): 0.256, atom 20 (H): 0.396, atom 21 (H): 0.330, atom 22 (H): 0.285, atom 23 (H): 0.440, atom 24 (H): 0.306, atom 25 (H): 0.271, atom 26 (H): 0.404, atom 27 (H): 0.261, atom 28 (H): 0.248, atom 29 (H): 0.415, atom 30 (H): 0.328, atom 31 (H): 0.290, atom 32 (H): 0.362, atom 33 (H): 0.106, atom 34 (H): 0.301, atom 35 (H): 0.405, atom 36 (H): 0.250, atom 37 (H): 0.247, atom 38 (H): 0.398, atom 39 (H): 0.298, atom 40 (H): 0.315, atom 41 (H): 0.414, atom 42 (H): 0.295, atom 43 (H): 0.304, atom 44 (H): 0.163, atom 45 (H): 0.416, atom 46 (H): 0.337, atom 47 (C): -1.425, atom 48 (C): 0.961, atom 49 (C): 0.155, atom 50 (F): -0.323, atom 51 (C): -0.809, atom 52 (C): 0.717, atom 53 (C): -0.435, atom 54 (C): 1.047, atom 55 (C): -0.929, atom 56 (C): 0.057, atom 57 (F): -0.341, atom 58 (C): 0.947, atom 59 (C): -1.504, atom 60 (C): -0.454, atom 61 (C): -0.787, atom 62 (C): -0.848, atom 63 (C): -0.666, atom 64 (H): 0.378, atom 65 (H): 0.326, atom 66 (H): 0.338, atom 67 (H): 0.779, atom 68 (H): 0.410, atom 69 (H): 0.800, atom 70 (H): 0.378, atom 71 (H): 0.337, atom 72 (H): 0.346, atom 73 (H): 0.334, atom 74 (H): 0.367, atom 75 (H): 0.443, atom 76 (H): 0.326

# 3
Density functional theory data (ωB97M-V with the def2-TZVPD basis set) for a cluster of 6 separate species, C2H17NO5 in total at a distorted geometry.

```
! wB97M-V def2-TZVPD RIJCOSX def2/J DEFGRID3
* xyz 0 1
C -0.4081 -0.5189 2.7612
C -1.2257 -0.9583 1.5197
N -0.8675 -0.4452 0.2032
H 0.3847 -1.2490 2.9846
H -0.1057 0.4941 2.4681
H -1.1229 -0.5202 3.5621
H -1.3193 -2.0703 1.5853
H -2.2360 -0.5391 1.6206
H 0.1040 -0.5484 -0.0719
H -1.0378 0.5996 0.2876
O 2.4762 -0.8936 -1.2391
H 1.8441 -0.5350 -1.8839
H 2.4343 -1.8593 -1.2953
O 2.3024 0.5473 0.9850
H 2.5060 -0.3281 0.6236
H 3.0497 1.0657 0.6651
O 0.2587 1.7982 -0.3641
H 0.1328 2.7601 -0.2855
H 1.0712 1.5379 0.1039
O 0.0899 0.5743 -2.6108
H 0.4954 1.3042 -2.1184
H -0.7660 0.5389 -2.1541
O -2.7360 0.0631 -2.6594
H -2.9624 -0.0520 -1.7251
H -2.3619 -0.7662 -2.9622
*
```

Its LUMO energy is 0.3592 eV. The SMILES is CCN.O.O.O.O.O. The calculation puts the relative energy (zero: lowest compared OMol25 entry of this formula, charge and spin) at 35.3 kcal per mole. Its max |F| is 2.2 eV Å⁻¹. Its HOMO-LUMO gap is 9.269 eV. The total energy comes out at -14077.145 eV. The calculation puts the molar mass at 135.2 g mol⁻¹. The HOMO energy is -8.910 eV.

What are the natural (NBO) partial charges on each atom? They are as follows, in elementary charge units: atom 1 (C): -0.633, atom 2 (C): -0.207, atom 3 (N): -0.873, atom 4 (H): 0.203, atom 5 (H): 0.210, atom 6 (H): 0.206, atom 7 (H): 0.170, atom 8 (H): 0.172, atom 9 (H): 0.356, atom 10 (H): 0.382, atom 11 (O): -0.990, atom 12 (H): 0.515, atom 13 (H): 0.480, atom 14 (O): -0.960, atom 15 (H): 0.507, atom 16 (H): 0.474, atom 17 (O): -0.995, atom 18 (H): 0.483, atom 19 (H): 0.512, atom 20 (O): -0.993, atom 21 (H): 0.482, atom 22 (H): 0.494, atom 23 (O): -0.950, atom 24 (H): 0.481, atom 25 (H): 0.477